ORCA calculation (ωB97M-V with the def2-TZVPD basis set) on a single C4H6OS3 molecule in a non-equilibrium geometry.

Last column: natural (NBO) charge in e.
Element x y z (Å)
1 C -0.0801 0.5200 0.1183  -0.032
2 H -0.9646 1.0592 -0.4112  0.199
3 S 1.5331 0.2627 -2.3390  -0.099
4 S -2.6715 -0.0899 1.6517  0.064
5 C 1.1753 0.9681 -0.5789  -0.518
6 C -0.3333 -0.9867 0.1788  -0.226
7 H 2.1136 0.5837 0.1914  0.234
8 H -2.0917 -2.1399 0.1959  0.226
9 O 0.1084 1.0901 1.4439  -0.712
10 H 1.9228 -1.1146 -2.0827  0.158
11 S 0.5938 -2.1828 -0.2669  0.224
12 C -1.7912 -1.1029 0.5748  -0.258
13 H 1.2625 2.0910 -0.4179  0.265
14 H -0.7771 1.0417 1.7419  0.475

Forces on atoms 1 to 2 (eV/Å):
0.89 1.73 -0.72
1.14 -1.19 0.89

Calculated values
2S+1	1
calculated total energy	-38794.98298	eV
ΔE to the lowest compared entry with this formula, charge and spin	71.9	kcal/mol
SMILES	O[C@@H](CS)C(=S)C=S